[1]
C34H44Br18Cl8F18O12 as an isolated structure in a non-equilibrium geometry. Source: the Open Molecules 2025 dataset; level of theory: wB97M-V/def2-TZVPD.

Last column: Mulliken charge in e.
Cartesian coordinates (Å):
1 C 1.63 1.54 -5.53  -0.712
2 C 0.12 1.50 -5.69  0.358
3 O -0.35 0.79 -6.90  -0.394
4 C -0.40 -0.56 -6.84  0.373
5 O -0.20 -1.23 -5.87  -0.487
6 C -0.81 -1.17 -8.17  0.791
7 F -0.16 -0.53 -9.18  -0.246
8 F -0.52 -2.49 -8.24  -0.235
9 F -2.13 -1.06 -8.36  -0.250
10 H 1.95 2.01 -4.59  -0.102
11 H 2.17 2.09 -6.26  0.409
12 H 2.07 0.55 -5.46  0.262
13 H -0.31 2.50 -5.85  0.266
14 H -0.37 1.04 -4.80  -0.106
15 C -2.69 -3.71 -3.90  -1.264
16 C -1.75 -3.18 -2.84  0.599
17 O -1.59 -4.28 -1.87  -0.284
18 C -1.27 -3.95 -0.62  0.223
19 O -1.17 -2.85 -0.17  -0.712
20 C -1.25 -5.22 0.21  0.866
21 F 0.05 -5.50 0.60  -0.243
22 F -1.97 -4.96 1.34  -0.224
23 F -1.70 -6.36 -0.34  -0.248
24 H -2.28 -4.60 -4.40  0.357
25 H -2.64 -3.02 -4.73  0.338
26 H -3.71 -3.83 -3.49  0.308
27 H -2.20 -2.28 -2.36  -0.375
28 H -0.77 -2.84 -3.17  0.310
29 C 0.86 5.06 -1.44  -0.336
30 C 0.83 3.74 -2.17  -0.526
31 O -0.57 3.36 -2.42  0.148
32 C -0.80 2.04 -2.51  0.389
33 O -0.04 1.16 -2.70  -0.460
34 C -2.30 1.61 -2.42  0.485
35 F -3.14 2.53 -2.00  -0.086
36 F -2.59 1.26 -3.71  -0.260
37 F -2.35 0.63 -1.55  -0.112
38 H 1.94 5.29 -1.38  0.185
39 H 0.33 4.98 -0.46  -0.205
40 H 0.41 5.75 -2.18  0.297
41 H 1.30 2.99 -1.58  0.456
42 H 1.21 3.88 -3.18  0.152
43 C -2.44 5.12 0.73  -0.635
44 C -3.72 5.29 0.04  -0.423
45 O -3.31 5.53 -1.36  -0.146
46 C -4.21 5.58 -2.32  0.349
47 O -5.41 5.39 -2.18  -0.582
48 C -3.63 5.66 -3.78  0.951
49 F -3.72 4.48 -4.38  -0.224
50 F -4.42 6.52 -4.47  -0.281
51 F -2.39 6.18 -3.86  -0.248
52 H -1.88 4.32 0.28  -0.152
53 H -2.40 4.90 1.84  0.397
54 H -1.82 6.01 0.56  0.318
55 H -4.40 6.04 0.38  0.490
56 H -4.30 4.35 0.08  0.235
57 C 3.06 -3.96 2.04  -0.258
58 C 4.09 -4.50 1.04  0.314
59 O 5.49 -4.22 1.44  -0.391
60 C 6.02 -3.09 0.84  0.374
61 O 5.45 -2.37 0.09  -0.365
62 C 7.46 -2.92 1.43  0.760
63 F 7.64 -2.82 2.76  -0.221
64 F 8.23 -3.91 1.00  -0.265
65 F 7.92 -1.77 0.92  -0.239
66 H 2.88 -2.90 2.14  -0.098
67 H 3.33 -4.29 3.04  -0.025
68 H 2.08 -4.37 1.80  0.242
69 H 3.84 -4.24 0.07  -0.131
70 H 4.17 -5.59 1.01  0.328
71 C -8.02 0.41 3.11  -1.088
72 C -6.88 -0.58 3.29  -0.328
73 O -5.60 -0.11 2.63  -0.161
74 C -4.65 0.28 3.44  0.058
75 O -4.67 0.32 4.64  -0.540
76 C -3.41 0.86 2.75  0.816
77 F -3.75 2.02 2.16  -0.204
78 F -2.40 1.06 3.55  -0.164
79 F -2.99 0.01 1.75  -0.069
80 H -7.66 1.34 3.59  0.299
81 H -8.92 0.05 3.72  0.342
82 H -8.24 0.53 2.08  0.315
83 H -7.07 -1.58 2.82  0.314
84 H -6.63 -0.78 4.32  0.400
85 C 4.33 0.03 4.65  0.253
86 Br 4.47 -0.36 2.85  0.235
87 Br 2.74 0.99 4.97  -0.008
88 Br 5.92 0.87 5.29  -0.066
89 H 4.25 -0.83 5.27  -0.362
90 C 3.45 -5.77 -3.13  -0.295
91 Br 2.93 -4.03 -2.49  -0.033
92 Br 3.76 -7.03 -1.73  -0.057
93 Br 4.92 -5.72 -4.24  -0.029
94 H 2.58 -5.94 -3.71  0.327
95 C 0.39 -0.47 0.65  0.281
96 Br 1.94 -0.90 -0.34  0.300
97 Br 0.04 1.47 0.83  -0.079
98 Br 0.41 -1.23 2.44  0.270
99 H -0.50 -0.94 0.21  -0.269
100 C 4.68 1.09 -1.94  0.422
101 Br 4.51 -0.16 -3.39  -0.077
102 Br 4.27 2.88 -2.62  -0.082
103 Br 6.42 0.98 -1.29  -0.044
104 H 3.93 1.00 -1.14  -0.386
105 C 5.57 3.53 2.14  -0.037
106 Br 5.33 4.95 3.45  -0.058
107 Br 7.10 3.79 1.05  -0.045
108 Br 3.99 3.28 1.10  0.192
109 H 5.77 2.63 2.67  -0.061
110 C 3.61 -4.05 6.47  -0.548
111 Br 2.07 -3.80 5.33  0.041
112 Br 3.53 -2.68 7.89  -0.067
113 Br 5.19 -4.01 5.39  -0.015
114 H 3.54 -4.97 6.99  0.526
115 C -2.06 -3.99 4.65  0.308
116 Cl -3.01 -2.99 3.63  0.000
117 Cl -3.08 -5.08 5.67  -0.200
118 H -1.45 -4.58 3.97  0.124
119 H -1.45 -3.36 5.28  -0.275
120 C -5.45 -1.85 -0.22  0.141
121 Cl -6.24 -3.41 0.01  -0.177
122 Cl -4.81 -1.57 -1.87  -0.138
123 H -6.12 -1.04 -0.09  0.342
124 H -4.54 -1.64 0.38  -0.166
125 C 0.02 -0.65 6.96  0.100
126 Cl -0.81 -2.08 7.61  -0.164
127 Cl -0.95 0.35 5.95  -0.038
128 H 0.29 0.05 7.81  0.313
129 H 0.90 -0.97 6.49  -0.208
130 C 2.31 7.57 0.46  -0.321
131 Cl 3.78 7.44 -0.52  -0.150
132 Cl 1.97 6.06 1.38  -0.069
133 H 2.45 8.37 1.23  0.335
134 H 1.52 7.83 -0.25  0.244

As for the multiplicity: 1. Its HOMO-LUMO gap is 9.389 eV.

---

[2]
A 7-piece molecular cluster, C40H82F9I2N2O22P2S8 overall in a non-equilibrium geometry. Source: the Open Molecules 2025 dataset; level of theory: wB97M-V/def2-TZVPD.

Last column: Mulliken charge in e.
Cartesian coordinates (Å):
1 C -1.19 0.56 -0.36  -1.392
2 C 0.02 0.85 0.31  -0.428
3 C 1.41 1.33 1.12  2.036
4 C 0.80 2.46 2.13  -0.346
5 C -0.63 2.08 2.84  -0.627
6 C -1.89 2.95 2.18  0.021
7 C -3.36 2.25 2.42  -0.864
8 C -4.39 2.99 1.32  0.583
9 F -4.16 4.46 1.55  -0.310
10 F -3.91 2.53 -0.02  -0.212
11 C -5.89 2.48 1.72  0.838
12 F -6.28 3.21 2.98  -0.264
13 F -5.82 1.03 2.03  -0.256
14 S -7.22 2.77 0.44  1.101
15 F -8.14 1.50 1.19  -0.338
16 F -7.94 3.90 1.52  -0.306
17 F -6.39 4.07 -0.32  -0.244
18 F -6.61 1.59 -0.65  -0.282
19 F -8.51 3.03 -0.69  -0.281
20 C 2.11 0.04 1.92  -0.009
21 C 1.77 -0.60 3.39  -0.845
22 C 2.77 -0.06 4.61  0.615
23 C 4.38 0.23 4.45  -0.533
24 N 2.19 0.11 5.87  -0.702
25 N 3.10 -0.50 1.09  -0.069
26 I 4.28 -2.16 1.60  0.268
27 C 3.33 0.22 -0.25  -0.196
28 C 2.53 -0.71 -1.32  -0.947
29 O 1.63 -1.74 -0.70  -0.148
30 C 0.67 -2.12 -1.75  -0.318
31 C -0.46 -3.23 -1.21  -0.802
32 P 5.13 0.15 -0.99  0.419
33 S 5.17 0.62 -2.92  -0.282
34 C 2.73 1.72 0.17  0.769
35 C 2.31 2.48 -1.23  -1.103
36 C 1.75 4.03 -1.02  -0.200
37 C 2.48 5.01 -2.16  -0.953
38 I -0.40 4.05 -1.60  0.164
39 C 3.93 2.35 1.10  0.247
40 P 4.98 3.72 0.29  0.642
41 O 5.47 3.44 -1.18  -0.594
42 O 4.27 5.34 0.49  -0.531
43 O 6.47 3.80 1.26  -0.522
44 H -2.33 0.48 -0.72  0.256
45 H 0.65 3.53 1.64  0.093
46 H 1.57 2.64 3.02  0.396
47 H -0.86 0.94 2.94  0.191
48 H -0.56 2.49 3.96  0.371
49 H -1.69 3.23 1.06  -0.267
50 H -1.91 3.98 2.77  0.317
51 H -3.27 1.09 2.25  0.284
52 H -3.75 2.55 3.49  0.424
53 H 1.85 -1.79 3.43  0.532
54 H 0.67 -0.37 3.78  0.072
55 H 4.62 1.14 5.17  0.364
56 H 4.75 0.43 3.36  -0.230
57 H 4.94 -0.71 4.86  0.294
58 H 2.90 0.44 6.56  0.301
59 H 3.35 -1.37 -1.89  0.473
60 H 1.95 -0.15 -2.17  0.316
61 H 1.24 -2.60 -2.67  0.318
62 H 0.04 -1.21 -2.15  0.215
63 H -1.21 -3.37 -2.12  0.355
64 H -1.09 -2.67 -0.37  0.176
65 H 0.01 -4.22 -0.83  0.152
66 H 6.02 1.06 -0.26  0.046
67 H 5.73 -1.15 -0.91  0.129
68 H 3.19 2.54 -2.03  0.224
69 H 1.43 1.93 -1.82  0.434
70 H 1.87 4.43 0.07  0.516
71 H 3.55 4.64 -2.47  0.295
72 H 1.74 5.12 -3.08  0.397
73 H 2.60 6.08 -1.67  0.193
74 H 3.53 2.85 2.11  0.183
75 H 4.72 1.54 1.49  -0.201
76 H 4.67 5.94 -0.23  0.379
77 H 7.26 3.53 0.69  0.323
78 O 1.37 -6.27 -0.51  -0.580
79 S 2.38 -7.31 -0.47  1.140
80 O 3.23 -7.51 0.68  -0.627
81 O 3.31 -7.19 -1.80  -0.300
82 C 3.98 -5.96 -2.05  -0.109
83 C 5.14 -5.75 -1.11  -0.914
84 C 1.61 -8.86 -0.86  -0.859
85 H 3.27 -5.12 -2.00  0.102
86 H 4.35 -5.99 -3.08  0.285
87 H 4.80 -5.65 -0.07  0.206
88 H 5.70 -4.85 -1.36  0.382
89 H 5.82 -6.61 -1.14  0.278
90 H 0.98 -8.74 -1.75  0.316
91 H 0.99 -9.15 -0.01  0.260
92 H 2.39 -9.61 -1.03  0.381
93 O -3.50 -8.94 1.42  -0.564
94 S -2.44 -8.10 1.92  1.004
95 O -1.08 -8.21 1.44  -0.441
96 O -2.42 -8.17 3.55  -0.301
97 C -2.28 -9.44 4.17  -0.226
98 C -0.87 -9.97 4.04  -0.966
99 C -2.94 -6.40 1.76  -1.036
100 H -3.01 -10.15 3.76  0.238
101 H -2.52 -9.31 5.23  0.292
102 H -0.61 -10.17 3.00  0.237
103 H -0.75 -10.90 4.60  0.403
104 H -0.15 -9.23 4.41  0.255
105 H -3.95 -6.29 2.15  0.364
106 H -2.92 -6.15 0.70  0.377
107 H -2.23 -5.77 2.30  0.341
108 O -5.71 -11.50 1.97  -0.610
109 S -6.79 -10.87 1.22  1.194
110 O -8.10 -10.67 1.78  -0.607
111 O -6.94 -11.63 -0.22  -0.271
112 C -7.17 -13.03 -0.22  -0.320
113 C -8.59 -13.36 0.20  -0.985
114 C -6.21 -9.31 0.61  -0.930
115 H -6.44 -13.55 0.41  0.311
116 H -7.02 -13.38 -1.25  0.267
117 H -8.77 -13.08 1.24  0.300
118 H -8.79 -14.43 0.10  0.385
119 H -9.32 -12.80 -0.41  0.261
120 H -5.23 -9.44 0.14  0.274
121 H -6.13 -8.63 1.45  0.332
122 H -6.93 -8.92 -0.11  0.426
123 O -6.10 5.66 -5.47  -0.672
124 S -5.04 6.51 -4.97  1.286
125 O -3.68 6.40 -5.45  -0.585
126 O -5.03 6.44 -3.34  -0.300
127 C -4.89 5.16 -2.72  -0.506
128 C -3.47 4.64 -2.84  -0.678
129 C -5.54 8.20 -5.13  -1.018
130 H -5.61 4.45 -3.13  0.334
131 H -5.13 5.29 -1.66  0.129
132 H -3.21 4.43 -3.89  0.410
133 H -3.35 3.70 -2.28  0.158
134 H -2.75 5.37 -2.47  0.240
135 H -6.56 8.32 -4.74  0.372
136 H -5.52 8.46 -6.19  0.388
137 H -4.84 8.83 -4.58  0.327
138 O -0.22 10.08 -6.35  -0.639
139 S -1.29 10.70 -7.10  1.186
140 O -2.61 10.90 -6.53  -0.581
141 O -1.44 9.95 -8.53  -0.257
142 C -1.68 8.55 -8.54  -0.450
143 C -3.10 8.22 -8.12  -0.714
144 C -0.72 12.27 -7.71  -0.949
145 H -0.95 8.03 -7.91  0.315
146 H -1.53 8.20 -9.57  0.279
147 H -3.27 8.50 -7.07  0.068
148 H -3.30 7.15 -8.21  0.417
149 H -3.82 8.77 -8.72  0.314
150 H 0.26 12.13 -8.17  0.327
151 H -0.64 12.95 -6.86  0.371
152 H -1.44 12.65 -8.43  0.311
153 O 7.08 2.65 5.42  -0.606
154 S 8.48 2.43 5.15  1.182
155 O 9.29 1.55 5.96  -0.609
156 O 9.23 3.88 5.05  -0.271
157 C 9.14 4.77 6.16  -0.302
158 C 10.00 4.30 7.32  -0.987
159 C 8.67 1.96 3.45  -0.697
160 H 8.10 4.90 6.47  0.297
161 H 9.50 5.75 5.82  0.268
162 H 9.63 3.35 7.73  0.298
163 H 10.00 5.03 8.13  0.389
164 H 11.03 4.13 6.99  0.265
165 H 8.09 2.64 2.82  0.033
166 H 8.29 0.94 3.35  0.381
167 H 9.73 1.98 3.19  0.393

Its net charge is +1. As for the multiplicity: 1. Its HOMO-LUMO gap is 6.346 eV.